21
Properties=species:S:1:pos:R:3:forces:R:3 method="wB97M-V/def2-TZVPD" lumo_energy_ha="-0.104 / -0.103" homo_energy_ev="-9.0 / -9.0" orbital_gap_ev="6.176 / 6.208" charge=0
C -2.224 1.026 -0.154 0.0 -0.5 0.3
C -1.268 0.745 0.685 1.5 0.0 2.4
C -3.654 0.736 0.117 -1.2 -1.5 0.7
C 3.334 -0.123 0.204 -2.7 3.1 1.6
C 2.252 -0.908 -0.515 2.8 -2.4 -0.6
C 0.875 -0.598 -0.003 -0.6 -0.8 -2.6
O 0.367 1.936 -0.974 0.5 0.2 -1.4
S -0.839 -3.167 -0.342 -0.1 -0.1 0.0
S 0.501 1.158 0.253 -2.0 -0.7 1.6
H -1.814 1.372 -1.087 -0.7 0.4 -0.7
H -1.466 0.425 1.735 0.4 0.1 -0.9
H -4.074 0.018 -0.585 0.3 -0.4 -0.2
H -4.100 0.430 1.113 1.8 -0.2 -0.5
H -4.316 1.519 -0.003 -0.9 2.5 -0.9
H 3.023 1.023 0.026 1.2 -2.2 0.6
H 3.160 -0.335 1.314 0.6 0.5 -1.2
H 4.358 -0.230 -0.051 0.7 -0.5 -0.4
H 2.520 -2.002 -0.286 -0.9 1.1 -0.2
H 2.457 -0.905 -1.614 -0.9 0.6 0.7
H 0.167 -1.059 -0.791 0.5 0.9 1.3
H 0.740 -1.061 0.960 -0.3 -0.1 0.5

=====

20
Properties=species:S:1:pos:R:3:forces:R:3 method="wB97M-V/def2-TZVPD" lumo_energy_ha=0.025 homo_energy_ev=-9.8 orbital_gap_ev=10.503 charge=0 smiles=C[Si](C)(C)C#CCO
C 1.628 0.218 1.208 -0.1 -0.2 -0.2
Si 0.808 0.101 -0.485 1.7 0.6 -0.9
C 1.503 -1.362 -1.375 0.2 -0.4 0.6
C 1.310 1.612 -1.510 -0.6 -0.3 0.8
C -0.965 -0.111 -0.361 -1.3 0.0 0.9
C -1.982 -0.132 0.300 1.1 0.3 -0.5
C -3.071 0.034 1.219 -1.0 -0.2 1.1
O -3.996 -1.028 1.260 -0.3 -0.8 -0.1
H 1.381 1.122 1.745 -0.2 0.4 0.1
H 2.720 0.208 1.103 -0.2 -0.1 -0.1
H 1.322 -0.615 1.842 0.1 -0.1 0.0
H 1.213 -1.400 -2.411 -0.5 -0.2 -0.4
H 1.173 -2.245 -0.813 0.2 -0.1 -0.5
H 2.589 -1.335 -1.391 0.2 0.0 0.2
H 1.259 2.494 -0.864 -0.1 0.1 -0.4
H 2.342 1.444 -1.785 0.4 0.1 -0.2
H 0.703 1.725 -2.410 0.1 0.1 0.1
H -2.730 0.218 2.246 0.6 0.0 -0.2
H -3.657 0.910 0.997 -0.2 0.4 -0.4
H -3.549 -1.858 1.485 -0.1 0.4 -0.1

=====

20
Properties=species:S:1:pos:R:3:forces:R:3 method="wB97M-V/def2-TZVPD" lumo_energy_ha="0.032 / -0.030" homo_energy_ev="-6.5 / -9.6" orbital_gap_ev="7.354 / 8.736" charge=0 spin_multiplicity=3 s_squared=2.0508
C 2.769 -1.860 -0.195 0.7 -1.7 2.6
C 0.713 2.518 -0.408 1.3 -4.1 0.4
C 2.284 -0.821 0.484 -0.2 0.2 -0.7
C 1.236 1.397 0.157 0.6 0.4 4.2
C -3.481 0.497 0.211 2.6 0.7 -0.4
C 1.624 0.176 -0.343 0.8 1.0 3.6
O -2.672 -0.580 -0.232 -2.5 2.2 0.4
Si -1.284 -1.324 -0.144 1.9 -1.9 -0.9
H 3.142 -2.738 0.337 0.2 0.3 -0.1
H 2.805 -1.946 -1.217 -0.3 0.1 -2.3
H 0.605 3.355 0.104 -0.6 3.6 2.2
H 0.388 2.416 -1.355 -1.0 0.2 -3.4
H 2.456 -0.845 1.603 -0.8 0.7 -1.5
H 1.433 1.398 1.299 -0.3 0.6 -1.7
H -3.104 1.526 0.271 1.3 -0.3 -0.7
H -3.744 0.385 1.182 -1.1 -1.1 3.1
H -4.318 0.624 -0.360 -2.3 -0.4 -1.8
H 1.495 0.119 -1.343 0.0 -1.2 -3.2
H -1.708 -2.373 -1.234 0.8 0.2 1.0
H -0.636 -1.926 1.183 -1.0 0.4 -0.9

=====

22
Properties=species:S:1:pos:R:3:forces:R:3 method="wB97M-V/def2-TZVPD" lumo_energy_ha=-0.056 homo_energy_ev=-8.3 orbital_gap_ev=6.725 charge=0 smiles="S=[P@]12CCC[P@@]1(=S)CCC2"
S -0.013 -0.172 -3.448 0.1 -0.3 0.8
P -0.214 -0.212 -1.500 1.1 1.0 -0.9
C -0.710 1.444 -0.915 0.8 1.0 1.2
C 0.682 2.139 -0.483 -1.9 2.3 -0.3
C 1.021 1.328 0.712 3.9 -1.7 -1.1
P 1.436 -0.426 0.174 0.6 -1.1 1.7
S 3.617 -1.153 1.226 -2.7 1.0 -1.7
C 0.249 -1.485 1.229 0.8 1.4 1.6
C -1.242 -1.558 0.735 4.2 2.7 -2.1
C -1.219 -1.499 -0.821 -2.1 -0.9 0.2
H -1.207 1.414 0.098 -0.3 -0.1 -1.4
H -1.318 1.892 -1.727 0.5 -0.1 0.7
H 1.376 2.289 -1.334 0.0 -0.9 0.6
H 0.587 3.214 -0.094 -0.6 -1.3 -0.7
H 1.884 1.601 1.303 0.4 0.5 -0.1
H 0.281 1.183 1.403 -2.4 0.1 1.5
H 0.307 -0.883 2.227 -0.2 -1.2 -1.5
H 0.780 -2.426 1.461 -0.5 0.3 -0.4
H -1.635 -0.629 1.087 -1.0 0.3 0.3
H -1.679 -2.383 1.126 -1.7 -2.4 1.0
H -0.659 -2.363 -1.283 -1.3 0.2 0.4
H -2.324 -1.315 -1.175 2.2 -0.8 0.1

=====

19
Properties=species:S:1:pos:R:3:forces:R:3 method="wB97M-V/def2-TZVPD" lumo_energy_ha=0.032 homo_energy_ev=-8.4 orbital_gap_ev=9.329 charge=0 smiles=C[C@@H]1CC(C)(C)S1
C -1.322 1.030 -1.855 -0.6 -0.3 1.7
C -1.449 -0.261 -1.019 -0.2 0.4 1.5
C -1.065 -0.165 0.712 0.0 1.7 -2.0
C 0.438 -0.355 0.459 0.5 -0.9 -1.4
C 1.193 -1.248 1.383 -1.8 -2.7 2.7
C 1.463 0.782 0.318 -0.3 2.9 0.9
S 0.088 -1.256 -1.151 0.0 0.3 0.1
H -0.315 1.341 -1.630 0.1 1.0 0.1
H -2.134 1.764 -1.526 1.2 -0.8 -0.8
H -1.289 0.787 -2.912 -0.6 0.1 -0.2
H -2.379 -0.823 -1.334 1.0 0.4 0.9
H -1.250 0.711 1.451 -0.4 -1.3 -1.6
H -1.501 -1.100 1.014 -0.1 -0.2 0.7
H 2.224 -1.299 1.109 0.7 -0.2 -0.1
H 0.777 -2.354 1.487 0.7 2.3 -0.4
H 1.124 -0.806 2.423 0.2 -0.5 -0.9
H 1.907 0.933 1.344 -0.5 0.1 -0.9
H 1.184 1.874 -0.003 0.0 -2.2 0.2
H 2.306 0.445 -0.271 0.0 0.0 -0.4

=====

20
Properties=species:S:1:pos:R:3:forces:R:3 method="wB97M-V/def2-TZVPD" lumo_energy_ha="-0.004 / 0.016" homo_energy_ev="-7.5 / -7.3" orbital_gap_ev="7.434 / 7.738" charge=0
C -0.123 0.577 0.305 -0.5 0.1 4.4
C -0.773 0.596 -0.973 0.6 -0.6 0.8
C 1.392 0.279 0.017 -0.6 0.3 -1.0
C -0.399 1.794 1.281 0.4 -0.4 -0.1
C -0.991 -0.688 -1.593 -2.1 0.1 -1.0
C 1.343 -2.166 0.932 -1.6 -0.4 -0.8
S 2.433 1.508 -0.632 0.9 0.3 -1.4
S 1.916 -1.275 -0.474 0.7 -0.2 -0.1
H -0.507 -0.248 1.030 0.6 0.6 -1.9
H -0.602 1.373 -1.673 0.2 1.1 -0.2
H 0.220 2.627 0.953 -0.3 0.4 0.0
H -0.051 1.542 2.330 -0.6 0.2 -1.2
H -1.504 2.061 1.263 1.5 -0.3 0.1
H -1.353 -0.395 -2.578 0.2 -1.0 -0.5
H -1.754 -1.365 -1.155 0.5 0.4 0.2
H -0.023 -1.156 -1.576 0.4 -1.0 -0.7
H 1.436 -1.531 1.732 1.0 1.2 2.2
H 1.689 -3.138 1.118 1.2 -1.2 -0.1
H 0.285 -2.278 0.906 -1.2 -0.3 -0.5
H 3.033 0.915 -1.821 -1.1 0.6 1.7

=====

21
Properties=species:S:1:pos:R:3:forces:R:3 method="wB97M-V/def2-TZVPD" lumo_energy_ha=0.026 homo_energy_ev=-8.5 orbital_gap_ev=9.213 charge=0
C 1.433 1.088 -0.625 1.5 0.4 -2.9
C 2.338 0.151 0.432 -3.0 -0.3 -1.4
C 0.072 -1.856 0.263 -1.0 -1.8 1.7
C -1.033 -1.448 -0.736 1.7 0.1 -1.3
C -1.580 0.634 0.942 5.1 -3.6 -3.1
C -1.094 1.562 -0.235 -1.2 1.0 2.2
H 0.392 0.725 -1.193 4.4 -0.6 1.3
H 2.314 1.383 -1.645 -2.9 -0.6 3.3
H 1.997 0.232 1.510 1.1 0.8 -1.3
H 3.438 0.059 0.145 -1.5 0.8 0.9
H -0.128 -1.551 1.273 -0.3 1.3 0.4
H -0.143 -2.925 0.635 1.1 0.7 -1.5
H -1.401 -2.320 -1.349 0.5 1.0 0.5
H -0.551 -0.676 -1.396 -0.5 -1.3 0.0
H -0.729 0.223 1.740 -1.7 0.7 -2.7
H -2.164 1.016 1.622 -3.8 2.6 2.9
H -1.713 2.450 -0.149 -1.2 -0.2 -0.7
H -1.227 0.995 -1.191 0.2 1.3 0.6
S 1.845 -1.565 0.017 0.3 -1.5 -0.9
S -2.464 -0.668 -0.073 -0.7 0.1 2.3
S 0.395 2.493 0.013 1.9 -0.8 -0.3

=====

19
Properties=species:S:1:pos:R:3:forces:R:3 method="wB97M-V/def2-TZVPD" lumo_energy_ha="0.009 / 0.003" homo_energy_ev="-7.0 / -8.1" orbital_gap_ev="7.238 / 8.229" charge=0
C -3.307 0.700 -0.386 -0.9 0.5 -4.7
C -3.098 0.119 0.726 0.9 -0.3 0.7
C -0.234 -0.751 -1.289 0.5 1.5 3.7
C -0.597 -1.078 0.120 0.0 -1.1 0.1
C 0.917 1.654 0.317 0.7 -0.5 -1.3
C 2.765 -0.783 -0.078 2.0 -0.4 0.0
Si 1.050 -0.272 0.228 -2.0 1.8 -0.8
H -4.091 1.472 -0.795 1.3 -1.3 1.5
H -2.776 0.227 -1.286 -0.4 0.9 1.0
H -3.468 0.292 1.693 -0.2 -0.1 1.3
H -0.245 -1.594 -1.861 0.1 -1.7 -2.2
H -0.408 0.235 -1.669 -0.3 0.3 -0.5
H -0.837 -2.175 0.276 0.3 1.5 0.0
H -0.100 1.959 0.128 -0.5 0.0 -0.2
H 1.230 2.188 1.179 0.2 -0.1 1.4
H 1.577 2.144 -0.441 -0.6 -0.7 0.1
H 3.200 -0.024 -0.766 -0.2 0.0 0.7
H 3.537 -1.021 0.718 -1.2 0.3 -0.8
H 2.678 -1.611 -0.765 0.1 -0.8 0.1

=====

24
Properties=species:S:1:pos:R:3:forces:R:3 method="wB97M-V/def2-TZVPD" lumo_energy_ha="0.032 / -0.050" homo_energy_ev="-5.3 / -9.8" orbital_gap_ev="6.199 / 8.400" charge=0 spin_multiplicity=3 s_squared=2.0070
B -2.720 -0.211 0.198 0.0 0.1 0.1
C 2.213 0.592 0.446 0.0 0.1 -0.1
C 1.791 -0.279 -0.730 0.1 0.1 -0.2
C 1.352 1.853 0.475 0.0 -0.3 0.3
C 0.327 -0.751 -0.549 0.5 0.0 0.4
C -0.123 1.493 0.193 0.1 1.7 -0.2
C 0.249 -2.167 0.016 -0.2 0.2 -0.2
N -0.344 0.138 0.371 0.8 -0.8 -0.5
O -3.050 -1.116 -0.706 0.1 -0.8 -0.7
O -3.397 0.554 1.033 -0.1 0.7 0.8
F -0.433 1.958 -1.133 0.2 -0.7 0.3
H 2.067 0.037 1.374 0.1 0.0 0.1
H 3.268 0.861 0.369 0.0 0.0 0.0
H 1.875 0.305 -1.648 0.1 0.0 -0.1
H 2.444 -1.148 -0.818 0.0 0.0 -0.1
H 1.422 2.335 1.449 0.0 0.1 0.0
H 1.680 2.561 -0.288 -0.1 0.0 0.0
H -0.158 -0.748 -1.539 -0.2 0.3 0.2
H -0.804 2.074 0.826 0.0 -0.2 -0.1
H 0.715 -2.876 -0.666 0.0 -0.1 0.0
H -0.794 -2.437 0.152 -0.1 -0.1 0.0
H 0.747 -2.217 0.980 0.1 0.0 0.1
H -3.972 -1.315 -0.900 -0.7 -0.1 0.0
H -4.355 0.505 1.096 -0.8 -0.2 -0.1

=====

25
Properties=species:S:1:pos:R:3:forces:R:3 method="wB97M-V/def2-TZVPD" lumo_energy_ha=-0.173 homo_energy_ev=-11.0 orbital_gap_ev=6.270 charge=+1
C -2.889 3.343 -0.102 0.0 0.0 0.0
C -3.032 2.080 0.702 -0.6 0.0 0.5
O -1.741 1.471 1.000 0.3 0.7 -0.4
B -1.069 0.847 0.055 -0.5 -0.9 0.4
O -1.374 -0.154 -0.774 0.4 0.6 -0.6
S 0.776 1.491 -0.008 0.0 0.9 0.7
O 1.353 1.015 -1.426 0.0 -0.4 0.0
H -3.874 3.622 -0.461 -0.2 0.1 -0.1
H -2.251 3.224 -0.976 0.1 -0.1 -0.2
H -2.515 4.161 0.499 0.2 0.1 0.1
H -3.478 2.308 1.660 0.0 -0.1 0.3
H -3.692 1.366 0.221 0.2 -0.3 -0.2
H -1.953 0.031 -1.520 -0.3 -0.4 -0.1
H 1.373 0.680 0.896 0.1 -0.3 -0.2
H 1.850 1.762 -1.790 0.2 0.0 -0.2
N 2.148 -1.737 -0.357 -0.1 0.1 0.2
C 3.136 -2.032 0.554 -0.1 0.0 0.0
C 2.914 -3.302 1.005 0.0 0.0 0.0
C 1.755 -3.795 0.344 0.0 0.0 0.0
C 1.303 -2.810 -0.489 0.0 0.0 0.1
H 2.064 -0.875 -0.859 0.2 -0.2 -0.3
H 3.908 -1.321 0.793 0.0 0.0 0.0
H 3.517 -3.827 1.726 0.0 0.0 0.0
H 1.307 -4.767 0.466 0.0 0.0 0.0
H 0.464 -2.780 -1.161 0.0 0.0 0.0

=====

Number 1: largest force on an atom 0.0855 Eh/bohr, energy -1107.21689 Ha. Number 2: largest force on an atom 0.0382 Eh/bohr, energy -600.50710 Ha. Number 3: largest force on an atom 0.0830 Eh/bohr, energy -600.33470 Ha. Number 4: largest force on an atom 0.1054 Eh/bohr, energy -1714.82087 Ha. Number 5: largest force on an atom 0.0812 Eh/bohr, energy -633.92413 Ha. Number 6: largest force on an atom 0.0857 Eh/bohr, energy -1032.03016 Ha. Number 7: largest force on an atom 0.1349 Eh/bohr, energy -1430.19285 Ha. Number 8: largest force on an atom 0.0940 Eh/bohr, energy -525.05422 Ha. Number 9: largest force on an atom 0.0336 Eh/bohr, energy -566.29866 Ha. Number 10: largest force on an atom 0.0227 Eh/bohr, energy -939.70878 Ha.